(a)
9
Properties=species:S:1:pos:R:3 method="wB97M-V/def2-TZVPD" orbital_gap_ev="6.10 / 6.40" lumo_ev="-1.78 / -1.80"
S 4.70928 -1.04047 0.03214
C 3.14813 -0.76710 -0.00614
N 1.91906 -0.90952 -0.15975
C 0.76450 -0.28473 -0.07633
C 0.29146 1.00530 0.13816
N 1.02175 2.04270 0.05079
S 2.59018 2.09814 -0.00015
H 0.00108 -1.01883 -0.27879
H -0.84882 0.92769 0.00902

(b)
9
Properties=species:S:1:pos:R:3 method="wB97M-V/def2-TZVPD" orbital_gap_ev="7.04 / 7.03" lumo_ev="-0.93 / -0.93"
C 0.53630 -1.26057 0.11720
C 4.35119 0.08251 -0.10570
C -0.22862 -0.20154 0.07284
N 3.90232 -0.93890 -0.51109
N 3.18056 -2.04420 -0.37610
S 4.93201 1.53803 0.11767
S 1.64017 -2.37720 0.12589
H -0.09280 0.38546 0.96221
H -0.97342 -0.12754 -0.73838

Question: which arrangement is favored energetically? Ranking from most to least stable: (a), (b).

(a)
44
Properties=species:S:1:pos:R:3 method="wB97M-V/def2-TZVPD" smiles="C=C(C)CCCN.O.O.O.O.O.O.O.O" orbital_gap_ev=9.54 lumo_ev=0.14
C 1.61942 -2.14135 -1.98156
C 1.55606 -1.03255 -1.24345
C 2.84272 -0.27112 -0.91125
C 0.16748 -0.51394 -0.83534
C 0.02936 0.96612 -1.13545
C -1.49033 1.37602 -0.81114
N -1.91903 0.99174 0.52601
H 0.69803 -2.69445 -2.21396
H 2.51283 -2.68333 -2.24487
H 3.65073 -0.83937 -1.36340
H 2.90838 -0.11579 0.15313
H 2.85902 0.70115 -1.41917
H -0.53013 -1.00753 -1.52936
H 0.09181 -0.84384 0.20797
H 0.35598 1.08320 -2.17893
H 0.63641 1.69674 -0.59782
H -1.64948 2.45211 -0.89963
H -2.03654 0.83077 -1.58282
H -1.26067 1.35215 1.21605
H -1.84429 0.00389 0.73689
O 1.35873 -0.05946 2.98149
H 1.12771 0.84807 2.69475
H 1.29590 -0.03911 3.95311
O 1.18071 -0.36086 -4.36828
H 0.38909 -0.80501 -4.74341
H 1.12608 -0.65899 -3.43807
O -2.14507 -3.79782 -0.69737
H -1.25581 -3.67383 -0.33748
H -2.25146 -3.36168 -1.54635
O 0.92681 2.52965 3.45970
H 0.69617 3.10455 2.68965
H 0.07701 2.58400 3.90142
O -0.30739 3.47714 1.27315
H -0.31848 2.89833 0.50607
H -1.21586 3.59250 1.59979
O -3.60549 -1.31386 -1.31053
H -3.89249 -2.18348 -0.98167
H -4.26368 -0.84082 -1.79485
O 3.34050 1.95028 2.22789
H 2.75119 2.29737 2.92193
H 3.17971 1.05637 1.98117
O -2.51825 -2.04679 1.33792
H -1.77088 -2.37732 1.81136
H -2.84602 -1.84797 0.47016

(b)
44
Properties=species:S:1:pos:R:3 method="wB97M-V/def2-TZVPD" smiles=CC(C)NCCCO.O.O.O.O.O.O.O orbital_gap_ev=9.03 lumo_ev=0.05
C 0.59476 -1.28788 1.20696
C 0.53813 -1.33081 -0.32315
C 0.07060 -2.74967 -0.72650
N -0.46900 -0.31789 -0.71568
C -0.51967 0.04124 -2.10855
C -0.68617 1.53502 -2.38990
C -1.98701 2.04167 -1.76572
O -3.06643 1.94832 -2.70807
H 0.29252 -0.29835 1.53868
H -0.15789 -1.94249 1.63975
H 1.58142 -1.57427 1.56608
H 1.49137 -1.09757 -0.78333
H -0.86344 -3.07363 -0.29205
H 0.88391 -3.44240 -0.49484
H -0.00160 -2.73843 -1.81829
H -1.35408 -0.55044 -0.29756
H -1.33383 -0.42593 -2.68407
H 0.36212 -0.28062 -2.64691
H 0.20218 2.11735 -2.10898
H -0.69792 1.70070 -3.46836
H -1.91368 3.13370 -1.67994
H -2.27829 1.72780 -0.76357
H -3.10167 1.05811 -3.07614
O 1.49469 3.64394 -1.34981
H 0.63991 4.07856 -1.44651
H 1.50946 3.53517 -0.38782
O 3.19209 0.10409 2.20599
H 2.28634 0.20032 1.86791
H 3.39951 0.99463 2.50840
O -3.37917 -2.29698 -0.74494
H -2.65799 -1.76577 -0.40984
H -4.14406 -2.27131 -0.16519
O -0.07613 2.22207 0.89781
H -0.37534 1.34815 1.18663
H -0.10176 2.04415 -0.05466
O -1.98131 -0.44046 2.19964
H -2.87909 -0.17379 2.42560
H -1.80496 -1.25720 2.67741
O 1.66698 -0.32659 4.47646
H 1.82593 -0.37517 3.52867
H 2.32386 0.33179 4.72976
O 3.81077 -1.29079 -0.15552
H 4.11131 -1.94010 0.48223
H 3.55261 -0.55824 0.42792

Question: which arrangement is favored energetically? Ranking from most to least stable: (b), (a).

(a)
7
Properties=species:S:1:pos:R:3 method="wB97M-V/def2-TZVPD" orbital_gap_ev=7.49 lumo_ev=3.72 total_charge=-1
C -0.45261 1.57454 -0.77367
N 0.29054 -1.25941 0.73622
O -1.11915 1.71231 -1.69320
O -0.39025 -0.64539 1.49047
O 0.33681 1.71501 0.03592
O 1.04604 -2.20426 1.07752
S 0.28861 -0.89281 -0.87326

(b)
7
Properties=species:S:1:pos:R:3 method="wB97M-V/def2-TZVPD" orbital_gap_ev="4.41 / 6.39" lumo_ev="0.77 / 3.04" total_charge=-1
C 0.70908 2.57973 -0.71967
N -0.72376 -2.63254 0.81077
O -0.11808 3.26360 -0.27482
O -1.37259 -3.25475 1.62732
O 1.49873 2.17382 -1.46853
O -0.50647 -2.93243 -0.34175
S 0.92485 0.96134 1.06308

(c)
7
Properties=species:S:1:pos:R:3 method="wB97M-V/def2-TZVPD" orbital_gap_ev=8.57 lumo_ev=3.74 total_charge=-1
C -1.64975 0.17984 0.31378
N 2.66379 0.47431 -0.80703
O -2.02712 1.08632 0.97630
O -1.86735 -0.87391 -0.16242
O 1.42476 -1.27335 0.47171
O 0.05916 0.53018 -0.42165
S 1.39651 -0.12338 -0.37070

Question: which arrangement is favored energetically? Ranking from most to least stable: (c), (a), (b).

(a)
8
Properties=species:S:1:pos:R:3 method="wB97M-V/def2-TZVPD" smiles="C1=CO1.O=C=O" orbital_gap_ev=9.44 lumo_ev=0.71
C 1.74819 0.46954 -0.78932
C 0.85245 -0.34514 -0.34493
O 0.66513 0.80626 0.41542
H 2.60624 0.96925 -1.07596
H 0.54034 -1.39391 -0.26555
O -2.43304 -0.07951 -0.43497
C -2.12683 -0.13631 0.68883
O -1.85248 -0.29018 1.80647

(b)
8
Properties=species:S:1:pos:R:3 method="wB97M-V/def2-TZVPD" orbital_gap_ev=9.58 lumo_ev=0.57
O 1.60272 -1.12261 -2.18394
C 1.62774 -0.56340 -1.19891
C -1.32095 -0.42529 0.35110
O -1.89660 -1.41573 0.11388
C -0.66020 0.69692 0.59013
O 0.50212 0.68354 1.33910
H 1.23395 0.50761 0.72725
H -1.08877 1.63896 0.26138

(c)
8
Properties=species:S:1:pos:R:3 method="wB97M-V/def2-TZVPD" smiles="O=CC(=O)C=O" orbital_gap_ev=8.28 lumo_ev=-2.11
O -2.38033 0.40290 0.27672
C -1.35160 -0.20922 0.04733
C 0.01568 0.54848 -0.04506
O 0.04856 1.76941 -0.06909
C 1.31688 -0.22263 -0.07068
O 2.37658 0.37109 0.34822
H -1.33873 -1.32903 -0.10560
H 1.31295 -1.33101 -0.38184

Question: which arrangement is favored energetically? Ranking from most to least stable: (b), (c), (a).

(a)
62
Properties=species:S:1:pos:R:3 method="wB97M-V/def2-TZVPD" smiles="CCO[C@H]1CCN(C(=O)CO[C@H]2C[C@@H](NC(=O)CCc3ncnn3C)C2)C[C@@H]1C" orbital_gap_ev=9.75 lumo_ev=0.50
C 3.85828 -0.41000 5.68346
C 2.82204 0.63767 5.35051
O 1.81731 0.03133 4.55967
C 0.66935 0.83002 4.34232
C 0.95957 2.01144 3.41802
C -0.33392 2.74012 3.06852
N -1.30055 1.82047 2.49007
C -1.44697 1.61525 1.14803
O -2.01611 0.64902 0.68436
C -0.83269 2.68149 0.24304
O -1.22183 2.41199 -1.07202
C -0.70544 3.34591 -2.00776
C 0.72678 2.94956 -2.43439
C 0.10087 2.07261 -3.54533
N -0.07631 0.69977 -3.11929
C -0.13366 -0.31953 -4.01087
O 0.11771 -0.18798 -5.19871
C -0.54256 -1.66810 -3.44892
C 0.45207 -2.75705 -3.87276
C -0.17033 -4.10808 -3.90634
N -0.10425 -5.03313 -2.96564
C -0.86910 -6.03328 -3.47495
N -1.40566 -5.78071 -4.64757
N -0.94154 -4.54125 -4.91831
C -1.24886 -3.89507 -6.17679
C -1.19093 2.92021 -3.39941
C -1.64363 0.73503 3.39776
C -0.41296 -0.08541 3.77537
C -0.78079 -1.19135 4.75253
H 4.65259 0.02088 6.29365
H 3.40389 -1.23358 6.23391
H 4.30047 -0.80973 4.77100
H 2.37213 1.04354 6.26738
H 3.28782 1.47229 4.81327
H 0.31840 1.22353 5.31347
H 1.65807 2.70680 3.88724
H 1.43004 1.62940 2.50602
H -0.77963 3.15209 3.98011
H -0.15713 3.58420 2.40644
H -1.19033 3.67362 0.55209
H 0.26120 2.67766 0.35236
H -0.89219 4.37124 -1.67469
H 1.28066 3.79002 -2.85225
H 1.34575 2.44280 -1.69317
H 0.58566 2.05557 -4.51593
H -0.46204 0.55500 -2.19689
H -0.65783 -1.64857 -2.36498
H -1.52905 -1.87801 -3.87163
H 0.84513 -2.50093 -4.85754
H 1.29265 -2.79516 -3.18121
H -1.04367 -6.96441 -2.96175
H -1.04513 -2.82939 -6.09770
H -0.64566 -4.31677 -6.98029
H -2.30121 -4.05094 -6.40021
H -2.14139 2.39047 -3.43273
H -1.20760 3.75897 -4.09459
H -2.08877 1.17526 4.29784
H -2.39323 0.10783 2.92227
H -0.01295 -0.53265 2.85806
H -1.18629 -0.77201 5.67787
H -1.53717 -1.84931 4.32180
H 0.09100 -1.79064 5.00621

(b)
62
Properties=species:S:1:pos:R:3 method="wB97M-V/def2-TZVPD" smiles="CCO[C@H]1CCN(C(=O)CO[C@H]2C[C@@H](NC(=O)CCc3ncnn3C)C2)C[C@@H]1C" orbital_gap_ev=9.77 lumo_ev=0.52
C -3.29312 0.63972 -5.60912
C -3.94337 0.35988 -4.27021
O -3.23307 1.08873 -3.29070
C -3.80584 1.06875 -2.00242
C -3.74149 -0.32521 -1.37606
C -4.17135 -0.28746 0.09063
N -3.33528 0.67254 0.79938
C -2.22284 0.37202 1.51380
O -1.38826 1.21653 1.79919
C -2.00805 -1.04723 2.04564
O -0.87195 -1.65727 1.49247
C -0.89148 -1.79351 0.08432
C -0.29718 -0.56443 -0.64379
C 1.08184 -1.23096 -0.53937
N 1.81921 -0.77590 0.62176
C 3.14697 -0.93373 0.77684
O 3.87458 -1.40826 -0.08494
C 3.72630 -0.50066 2.11180
C 4.94034 0.41992 1.95312
C 5.91127 0.26569 3.07353
N 6.00782 1.03252 4.14558
C 7.00859 0.46275 4.84752
N 7.53859 -0.60494 4.28910
N 6.82279 -0.72540 3.14836
C 7.12470 -1.76739 2.19001
C 0.36164 -2.58105 -0.33178
C -3.50416 2.02645 0.29860
C -3.04987 2.09489 -1.15945
C -3.19397 3.50799 -1.71389
H -3.80477 0.10208 -6.40805
H -3.32692 1.70510 -5.83637
H -2.24853 0.32890 -5.60122
H -4.99540 0.67251 -4.28818
H -3.91277 -0.71407 -4.05773
H -4.85795 1.38753 -2.08213
H -4.39806 -1.01693 -1.91123
H -2.71862 -0.70046 -1.44834
H -5.20083 0.08179 0.15933
H -4.20402 -1.26403 0.56225
H -1.81154 -0.94853 3.11099
H -2.87972 -1.70016 1.94906
H -1.86662 -2.18137 -0.22932
H -0.63984 -0.48073 -1.67493
H -0.40573 0.41184 -0.16808
H 1.77245 -1.15177 -1.37728
H 1.26421 -0.54264 1.43361
H 2.99216 -0.09098 2.80445
H 4.05627 -1.45273 2.54489
H 5.42999 0.24633 0.99399
H 4.60502 1.45649 1.92188
H 7.35296 0.84601 5.79591
H 6.28282 -1.90042 1.51270
H 8.01076 -1.49651 1.61658
H 7.30858 -2.69621 2.72277
H 0.78700 -3.25774 0.40905
H 0.22378 -3.12844 -1.26313
H -4.56661 2.28507 0.37656
H -2.98578 2.73766 0.93374
H -1.98916 1.82276 -1.19067
H -4.23763 3.83427 -1.70940
H -2.61583 4.21866 -1.12168
H -2.83299 3.56171 -2.73995

Question: which arrangement is favored energetically? Ranking from most to least stable: (a), (b).

(a)
8
Properties=species:S:1:pos:R:3 method="wB97M-V/def2-TZVPD" smiles="[H]/N=N/[PH2]=N" orbital_gap_ev=8.55 lumo_ev=-0.70
H 2.74386 -0.55872 -0.36412
N 1.95010 -0.00037 -0.51930
N 0.96960 -0.28484 0.23632
P -0.57164 0.27477 0.12343
N -1.61764 -0.58194 -0.68211
H -0.55450 1.50756 -0.21103
H -0.47873 0.22293 1.48255
H -2.44104 -0.57938 -0.06574

(b)
8
Properties=species:S:1:pos:R:3 method="wB97M-V/def2-TZVPD" smiles="N1=NN1.P" orbital_gap_ev=9.66 lumo_ev=-0.03
N 1.02837 0.49228 -0.36165
N 1.45570 -0.64094 -0.28219
N 1.61598 0.24469 0.93087
H 2.41062 0.90625 1.03776
P -1.98946 -0.28704 0.08993
H -1.04952 0.69259 0.00672
H -2.54738 -0.26829 -1.19185
H -0.92430 -1.13954 -0.22959

(c)
8
Properties=species:S:1:pos:R:3 method="wB97M-V/def2-TZVPD" smiles=Pn1[nH][nH]1 orbital_gap_ev=10.29 lumo_ev=0.95
P 1.26240 -0.08622 -0.04703
N -0.33373 -0.19680 0.66361
N -1.28877 0.66470 -0.03838
N -1.34252 -0.72841 -0.13268
H 1.92690 -0.59913 0.94480
H 1.55976 1.06446 0.55844
H -0.73827 0.94239 -0.87120
H -1.04576 -1.06100 -1.07755

Question: which arrangement is favored energetically? Ranking from most to least stable: (a), (c), (b).

(a)
14
Properties=species:S:1:pos:R:3 method="wB97M-V/def2-TZVPD" orbital_gap_ev=8.39 lumo_ev=-3.83 total_charge=+1
C -0.78560 -1.49479 0.40576
C 0.28563 -0.68612 -0.22610
C 0.77414 0.35031 0.42014
N 1.59864 1.39756 -0.14917
S -2.46553 -0.63622 -0.26049
S -2.47374 1.21548 0.44968
H -0.68065 -2.66788 0.21486
H -0.89173 -1.21891 1.50065
H 0.46584 -0.90414 -1.36117
H 0.55254 0.52902 1.48458
H 1.91111 1.19218 -1.07443
H 1.12281 2.30654 -0.22980
H 2.39654 1.40698 0.40140
H -1.81000 -0.79002 -1.57592

(b)
14
Properties=species:S:1:pos:R:3 method="wB97M-V/def2-TZVPD" orbital_gap_ev=9.62 lumo_ev=-3.95 total_charge=+1
C -0.57680 -0.90508 -1.43052
C -0.87754 0.12081 -0.61042
C 1.25906 0.74720 0.92220
N 0.81747 -0.53142 1.09092
S -2.04257 0.33202 0.66972
S 0.06317 1.65756 -0.55155
H -1.17088 -1.68640 -1.25722
H 0.06466 -1.02440 -2.21401
H 2.22113 0.91979 0.52707
H 0.83796 1.32524 1.78531
H -0.06204 -0.60050 1.57293
H 1.37385 -1.33487 0.88831
H -2.70269 -0.73529 0.28366
H 0.79520 1.71533 -1.67639

Question: which arrangement is favored energetically? Ranking from most to least stable: (a), (b).

(a)
15
Properties=species:S:1:pos:R:3 method="wB97M-V/def2-TZVPD" smiles=NCCSS.O orbital_gap_ev=8.73 lumo_ev=0.50
N -1.46686 -0.93947 0.42583
C -0.74216 -0.00967 1.29127
C -0.06476 1.06370 0.44617
S 1.74103 0.96644 0.38959
S 1.88792 2.03015 -1.40437
H -2.19116 -1.44835 0.91604
H -1.98460 -0.40000 -0.26637
H 0.01583 -0.58458 1.84468
H -1.36729 0.46021 2.06245
H -0.32883 2.05149 0.75906
H -0.45291 0.99880 -0.57551
H 3.05960 1.50371 -1.78230
O 0.66131 -1.78451 -1.75002
H -0.08926 -1.67840 -1.14475
H 1.32213 -2.22951 -1.21177

(b)
15
Properties=species:S:1:pos:R:3 method="wB97M-V/def2-TZVPD" smiles=CSS.NCO orbital_gap_ev=8.90 lumo_ev=0.55
C -1.60200 -0.45313 1.89245
S -2.39974 0.41628 0.51464
S -1.09276 -0.13392 -1.01189
H -1.12010 0.25327 2.54956
H -2.36577 -1.04091 2.38806
H -0.85821 -1.15846 1.50589
H -2.02898 -0.22029 -1.96708
N 2.30618 0.81274 -1.12609
C 3.19840 0.10550 -0.24278
O 2.45429 -0.50272 0.82207
H 2.31576 1.81277 -0.95050
H 1.37483 0.53194 -0.82263
H 3.96532 0.74054 0.20327
H 3.70694 -0.68077 -0.80878
H 2.58125 -1.45832 0.81094

(c)
15
Properties=species:S:1:pos:R:3 method="wB97M-V/def2-TZVPD" smiles=CSS.NCO orbital_gap_ev=9.53 lumo_ev=0.66
C 0.65679 -1.21781 -1.31329
S -0.53112 -1.21178 0.11675
S -2.29389 -0.55126 -0.72857
H 0.39721 -2.04098 -1.95150
H 1.63296 -1.42910 -0.84131
H 0.55823 -0.27151 -1.86328
H -2.09902 0.80041 -0.67652
N 0.43093 2.03744 0.88218
C 1.88920 1.92224 0.94590
O 2.28662 0.51682 0.82873
H 0.19775 1.84311 -0.08631
H 0.05801 1.41034 1.58521
H 2.38906 2.49207 0.08053
H 2.25079 2.36794 1.95778
H 3.22972 0.41320 0.98374

Question: which arrangement is favored energetically? Ranking from most to least stable: (a), (c), (b).